# 1
Density functional theory data (wB97M-V/def2-TZVPD) for a 2-piece molecular cluster, C4H8NO overall in a non-equilibrium geometry.

Geometry as XYZ:
```
14
Properties=species:S:1:pos:R:3:nbo_charge:R:1
H 1.44 -1.97 -0.95 0.2367
C -1.23 1.42 0.55 -0.6736
H -1.49 1.90 -0.33 0.2572
H -0.29 1.90 1.03 0.2323
H 1.19 0.78 -1.48 0.4759
H 2.53 -0.64 -0.33 0.2368
O 1.38 -0.08 -1.84 -0.6502
H -1.79 1.47 1.39 0.2600
C -0.99 -0.04 0.31 0.0585
C 1.46 -0.92 -0.75 0.0602
H -1.98 -0.57 -0.96 0.2090
C -0.30 -1.01 1.14 0.2316
N 0.33 -0.72 0.08 -0.2261
H -0.26 -1.52 2.14 0.2915
```

- total energy (a.u.) = -286.7206
- HOMO level (Ha) = -0.552
- relative energy (zero: lowest compared OMol25 entry of this formula, charge and spin) (kcal per mole) = 139.3
- 2S+1 = 1
- charge = +1



# 2
Density functional theory data (wB97M-V/def2-TZVPD) for C11H17I2N4 as an isolated structure in a non-equilibrium geometry.

Geometry as XYZ:
```
34
Properties=species:S:1:pos:R:3:nbo_charge:R:1
H -4.96 -1.65 -1.61 0.4090
C 6.79 3.33 0.79 -0.2976
H -5.97 0.21 -0.17 0.2581
H 5.60 0.63 2.29 0.2088
C 0.12 -0.20 -0.65 -0.1104
H 7.38 4.21 0.64 0.2267
H -4.49 -4.11 -0.59 0.4485
H -0.30 -2.34 -1.28 0.2226
H 1.41 -1.96 -0.66 0.2514
C 0.30 -1.75 -0.54 -0.6818
C -1.15 0.37 -0.74 -0.2213
H 5.58 3.14 -1.09 0.2083
N -3.70 -3.61 -0.19 -0.6565
H 7.39 2.60 2.81 0.2263
C -2.50 -0.43 -0.74 -0.1110
C -3.74 0.56 -0.48 -0.4369
C -3.73 -2.30 -0.13 0.7361
H -3.98 1.17 -1.38 0.2499
I 1.89 1.07 -0.71 0.2079
H -2.87 -4.14 0.09 0.4500
C 5.89 1.47 1.69 -0.0793
H -3.50 1.19 0.43 0.2418
N -4.98 -1.69 -0.58 -0.6148
H -2.76 -1.11 1.24 0.4178
N 5.34 1.68 0.45 -0.5140
H 4.65 1.09 0.02 0.4005
H -2.71 -0.93 -1.73 0.2109
I -1.25 2.55 -0.94 0.1940
C 6.79 2.48 1.92 -0.2978
N -2.59 -1.50 0.30 -0.6517
C -5.00 -0.32 -0.01 -0.2504
H -4.90 -0.44 1.11 0.1993
H 0.07 -2.05 0.53 0.2390
C 5.88 2.80 -0.11 -0.0835
```

- total energy (a.u.) = -1243.4311
- HOMO level (Ha) = -0.357
- 2S+1 = 1
- charge = +1



# 3
Density functional theory data (wB97M-V/def2-TZVPD) for a 7-piece molecular cluster, H14O7 overall in a non-equilibrium geometry.

Geometry as XYZ:
```
21
Properties=species:S:1:pos:R:3:nbo_charge:R:1
O 2.19 0.21 2.29 -0.9284
O -1.34 0.43 2.97 -0.9136
H 1.64 -0.66 -3.43 0.4686
H -1.03 3.29 0.53 0.5097
H -0.73 -2.23 1.86 0.4796
H 1.53 0.67 2.81 0.4737
H -1.77 -0.40 2.75 0.4561
H 0.31 -1.16 2.11 0.5084
H -1.38 -2.34 -2.81 0.4922
O 0.41 0.11 -0.54 -0.6594
O 0.21 -2.10 1.96 -0.4741
H 1.95 0.39 1.39 0.4666
O -1.09 2.43 0.96 -0.9885
H -1.29 0.91 2.14 0.4713
H -0.04 -0.24 -1.31 0.5138
H -1.90 2.46 1.45 0.4913
O -0.89 -1.53 -2.95 -0.9779
O 2.36 -0.05 -3.62 -0.8613
H -0.15 0.82 -0.24 0.5017
H -1.25 -1.17 -3.77 0.4914
H 2.27 0.14 -4.55 0.4788
```

- total energy (a.u.) = -534.6527
- HOMO level (spin up / spin down) (Ha) = -0.553 / -0.524
- relative energy (zero: lowest compared OMol25 entry of this formula, charge and spin) (kcal per mole) = 31.6
- 2S+1 = 2
- charge = +1